Entry 1:
DFT (ωB97M-V with the def2-TZVPD basis set) results for a structure of composition C10H20O13Tl in a non-equilibrium geometry.

Values from the calculation:
**Total charge**: +1
**ΔE to the lowest compared entry with this formula, charge and spin**: 129.0 kJ/mol

CARTESIAN COORDINATES (ANGSTROEM)
Tl1 20.410 -17.805 -10.614
O1 18.652 -18.168 -8.491
O2 23.160 -17.707 -11.600
O3 20.646 -22.899 -9.579
O4 16.106 -14.830 -9.929
O5 16.291 -18.286 -13.275
O6 16.756 -20.391 -13.435
O7 22.512 -22.114 -10.629
O8 24.771 -16.973 -12.884
O9 17.508 -13.690 -11.036
O10 25.196 -18.678 -11.528
O11 18.248 -15.812 -10.383
O12 20.606 -20.786 -10.506
O13 18.018 -18.963 -11.961
C1 24.354 -17.737 -11.978
C2 23.161 -21.118 -11.442
C3 18.556 -13.355 -11.979
C4 17.414 -14.886 -10.435
C5 21.137 -21.862 -10.296
C6 15.546 -15.932 -9.337
C7 17.524 -21.515 -13.099
C8 19.335 -22.857 -9.218
C9 16.081 -17.084 -12.673
C10 17.110 -19.206 -12.821
H1 22.889 -21.045 -12.495
H2 15.384 -17.065 -11.835
H3 18.390 -14.083 -12.774
H4 17.889 -21.506 -12.072
H5 17.018 -16.608 -12.384
H6 18.387 -21.413 -13.757
H7 15.011 -15.806 -8.396
H8 22.915 -20.147 -11.010
H9 25.831 -18.393 -12.190
H10 16.975 -22.440 -13.276
H11 24.250 -21.107 -11.400
H12 16.358 -16.653 -9.241
H13 14.763 -16.328 -9.983
H14 18.744 -22.758 -10.128
H15 15.572 -16.388 -13.339
H16 18.356 -12.367 -12.392
H17 19.558 -13.411 -11.554
H18 17.965 -17.678 -7.998
H19 19.080 -23.761 -8.666
H20 19.148 -22.034 -8.527

Charges computed using Löwdin, reported in e: 1.30 -0.14 0.02 0.02 0.00 0.04 0.01 -0.01 0.19 0.00 0.17 -0.03 0.01 -0.03 -0.72 -0.06 0.01 -0.47 -0.45 -0.08 -0.05 -0.07 -0.06 -0.46 0.10 0.09 0.10 0.08 0.08 0.11 0.11 0.05 0.13 0.11 0.09 0.08 0.09 0.09 0.12 0.10 0.10 0.01 0.11 0.11

Entry 2:
DFT (ωB97M-V with the def2-TZVPD basis set) results for a structure of composition C10H21AlClINO3P in a non-equilibrium geometry.

Values from the calculation:
**DFT total energy**: -2015.2501 hartree
**Total charge**: +2

CARTESIAN COORDINATES (ANGSTROEM)
I1 0.463 0.207 2.510
Cl1 1.653 -2.071 -1.030
P1 -1.596 -1.623 0.329
Al1 0.576 -0.415 -0.277
O1 -1.669 2.370 1.342
O2 -2.044 1.260 -0.982
O3 1.553 1.036 -0.652
N1 3.190 2.494 -0.965
C1 1.894 2.276 -0.852
C2 4.110 1.370 -0.772
C3 3.751 3.835 -1.138
C4 -2.656 -2.352 -0.949
C5 -2.861 -0.922 1.440
C6 0.875 3.345 -0.900
C7 -1.005 1.467 1.072
C8 -0.958 0.016 -2.666
C9 -1.217 0.387 -1.225
C10 -1.042 -3.076 1.278
H1 0.435 3.489 0.095
H2 -1.152 -1.056 -2.845
H3 3.380 4.295 -2.060
H4 -2.411 -0.689 2.411
H5 -3.250 -1.575 -1.444
H6 3.988 0.934 0.227
H7 3.489 4.480 -0.290
H8 -0.762 -2.779 2.297
H9 -2.041 -2.878 -1.687
H10 3.936 0.589 -1.522
H11 -0.171 -3.518 0.778
H12 -3.648 -1.681 1.568
H13 0.078 3.079 -1.604
H14 5.123 1.755 -0.875
H15 -1.612 0.600 -3.331
H16 4.837 3.737 -1.193
H17 -3.332 -3.066 -0.460
H18 1.309 4.304 -1.211
H19 -1.872 -3.797 1.301
H20 -3.293 -0.015 1.000
H21 0.084 0.215 -2.957

Charges computed using Löwdin, reported in e: 1.05 0.42 0.78 -0.44 0.16 0.08 -0.08 -0.08 -0.34 0.03 0.01 -0.20 -0.22 0.06 -0.42 -0.02 -0.42 -0.23 0.11 0.10 0.11 0.03 0.07 0.11 0.12 0.04 0.07 0.11 0.04 0.09 0.11 0.10 0.13 0.10 0.08 0.10 0.08 0.06 0.10

Entry 3:
DFT (ωB97M-V with the def2-TZVPD basis set) results for a structure of composition C10H21AsF9O7V in a non-equilibrium geometry.

Values from the calculation:
**Expectation value of S²**: 2.028
**2S+1**: 3
**Total charge**: 0
**ΔE to the lowest compared entry with this formula, charge and spin**: 0.0 kJ/mol

CARTESIAN COORDINATES (ANGSTROEM)
As1 -3.635 0.525 -1.216
V1 -0.111 0.375 0.297
F1 -3.306 0.347 -2.983
F2 -0.815 -2.576 -2.894
F3 -1.951 0.209 -0.667
F4 -3.927 0.834 0.537
F5 -3.878 -1.282 -1.047
F6 -5.423 0.718 -1.448
F7 -0.139 -4.499 -2.165
F8 1.159 -3.235 -3.263
F9 -3.213 2.287 -1.370
O1 1.788 0.628 1.168
O2 0.025 1.352 -1.750
O3 -0.836 2.291 0.463
O4 -0.024 1.659 3.358
O5 0.919 -1.382 -0.635
O6 -0.821 -0.269 1.542
O7 2.120 -3.272 -0.505
C1 -0.243 0.728 -2.994
C2 3.836 -4.924 0.036
C3 -0.054 2.838 -1.654
C4 0.770 -2.753 -0.851
C5 -1.398 2.841 1.651
C6 -0.369 2.954 2.925
C7 0.267 -3.234 -2.298
C8 2.373 -4.703 -0.426
C9 0.673 1.664 4.636
C10 0.085 3.190 -0.189
H1 -0.343 -0.344 -2.823
H2 1.742 1.871 4.607
H3 -0.270 4.220 -0.158
H4 0.422 0.746 5.167
H5 -1.777 3.814 1.337
H6 1.853 1.171 1.978
H7 2.233 -5.174 -1.399
H8 -0.904 3.530 3.680
H9 -2.279 2.249 1.896
H10 4.023 -5.900 0.482
H11 0.824 3.275 -2.130
H12 0.073 -3.092 -0.084
H13 0.557 3.387 2.546
H14 -1.014 3.261 -1.950
H15 1.106 3.190 0.193
H16 -1.145 1.112 -3.471
H17 4.084 -4.234 0.843
H18 0.189 2.459 5.204
H19 1.636 -5.150 0.241
H20 0.584 0.975 -3.659
H21 4.537 -4.677 -0.762

Charges computed using Löwdin, reported in e: 1.01 1.00 -0.27 0.10 -0.32 -0.28 -0.28 -0.28 0.16 0.19 -0.27 -0.34 -0.29 -0.27 -0.23 0.08 -0.23 -0.09 -0.06 -0.06 -0.09 -0.19 -0.09 -0.15 -0.50 -0.22 -0.05 -0.16 0.07 0.09 0.14 0.10 0.13 -0.03 0.11 0.12 0.13 0.08 0.14 0.19 0.12 0.13 0.13 0.09 0.07 0.08 0.12 0.10 0.08

Entry 4:
DFT (ωB97M-V with the def2-TZVPD basis set) results for a cluster of 2 separate species, C10H21B2F9NO2S in total in a non-equilibrium geometry.

Values from the calculation:
**Total charge**: -1
**ΔE to the lowest compared entry with this formula, charge and spin**: 288.2 kJ/mol

CARTESIAN COORDINATES (ANGSTROEM)
S1 0.520 4.942 1.556
F1 1.098 6.497 1.472
F2 -0.990 5.511 1.064
F3 -1.616 3.302 1.582
F4 0.047 2.771 3.024
F5 0.015 5.284 3.131
F6 -0.376 2.245 -0.599
F7 1.700 2.083 0.516
F8 2.018 4.474 2.076
F9 0.889 4.765 -0.046
O1 2.069 -1.335 -1.211
O2 -3.473 -4.310 0.805
N1 3.400 -1.744 -2.965
C1 -1.058 -1.595 0.470
C2 3.090 -1.063 -1.827
C3 0.114 -0.491 0.191
C4 4.549 -1.573 -3.827
C5 4.037 0.014 -1.369
C6 -0.147 0.697 1.233
C7 -0.214 3.221 1.716
C8 0.290 2.146 0.654
C9 -4.690 -2.476 2.312
C10 -2.137 -1.554 -0.710
B1 -3.704 -1.756 -0.237
B2 -3.927 -2.944 0.923
H1 -4.337 -2.120 -1.205
H2 5.020 -0.413 -1.162
H3 5.215 -0.790 -3.473
H4 2.719 -2.450 -3.208
H5 -2.810 -4.402 0.096
H6 -2.074 -0.516 -1.204
H7 -0.533 -2.605 0.427
H8 -1.468 -1.362 1.501
H9 4.115 0.794 -2.129
H10 3.655 0.463 -0.453
H11 1.139 -0.959 0.313
H12 0.028 -0.189 -0.895
H13 -4.623 -3.272 3.136
H14 -4.241 -0.731 0.116
H15 -5.781 -2.179 2.109
H16 4.195 -1.322 -4.830
H17 -1.240 0.819 1.532
H18 -1.929 -2.312 -1.544
H19 5.093 -2.520 -3.869
H20 -4.177 -1.531 2.678
H21 0.532 0.484 2.133

Charges computed using Löwdin, reported in e: 0.98 -0.17 -0.20 0.08 0.07 -0.19 0.06 0.04 -0.16 -0.16 0.01 0.01 0.00 -0.19 -0.51 -0.19 -0.09 0.00 -0.07 -0.35 -0.34 -0.09 -0.25 -0.50 -0.47 0.03 0.08 0.07 0.14 0.07 0.08 0.10 0.10 0.09 0.08 0.08 0.10 0.04 0.02 0.06 0.08 0.13 0.08 0.08 0.05 0.13

Entry 5:
DFT (ωB97M-V with the def2-TZVPD basis set) results for a cluster of 3 separate species, C10H21BClO7 in total.

Values from the calculation:
**DFT total energy**: -1405.4437 hartree
**Total charge**: -1

CARTESIAN COORDINATES (ANGSTROEM)
Cl1 1.134 -3.577 2.391
O1 -1.622 -2.481 1.249
O2 -0.682 -1.736 3.357
O3 -0.857 4.094 1.263
O4 -1.140 2.456 2.700
O5 3.231 -1.623 -0.340
O6 -1.986 -0.276 1.994
O7 1.889 -3.094 -1.263
C1 -2.219 5.838 0.242
C2 0.782 -1.878 3.177
C3 1.916 -4.586 -3.186
C4 1.140 -3.571 -2.370
C5 -1.577 3.054 1.765
C6 -2.926 2.729 1.168
C7 -1.190 4.743 0.042
C8 3.160 -1.539 -2.707
C9 1.217 -0.901 2.083
C10 2.756 -2.064 -1.342
B1 -1.380 -1.533 2.214
H1 1.085 -1.265 1.057
H2 -3.071 1.655 1.261
H3 -1.862 6.556 0.980
H4 -2.406 6.363 -0.696
H5 -2.266 0.025 2.875
H6 -1.502 4.018 -0.711
H7 2.808 -4.146 -3.632
H8 4.070 -2.049 -3.021
H9 0.756 0.071 2.229
H10 -0.254 5.177 -0.308
H11 -3.027 2.988 0.116
H12 2.284 -0.759 2.210
H13 -1.743 -2.053 0.385
H14 3.370 -0.477 -2.607
H15 -3.696 3.248 1.740
H16 1.294 -4.989 -3.987
H17 0.774 -2.743 -2.981
H18 2.239 -5.406 -2.546
H19 0.266 -4.046 -1.926
H20 2.401 -1.657 -3.477
H21 -3.165 5.436 0.605

Charges computed using Löwdin, reported in e: 0.34 0.14 -0.05 -0.01 0.13 0.12 0.10 -0.01 -0.07 -0.60 -0.07 -0.25 -0.51 0.01 -0.25 0.00 -0.25 -0.53 -0.96 0.03 0.07 0.08 0.08 0.10 0.11 0.06 0.09 0.06 0.12 0.07 0.05 0.10 0.08 0.09 0.07 0.11 0.08 0.13 0.06 0.06

Entry 6:
DFT (ωB97M-V with the def2-TZVPD basis set) results for a structure of composition C10H21BF3NiO4S in a non-equilibrium geometry.

Values from the calculation:
**DFT total energy**: -2924.8275 hartree
**Expectation value of S²**: 2.010
**2S+1**: 3
**Total charge**: +1

CARTESIAN COORDINATES (ANGSTROEM)
Ni1 3.196 -0.658 -0.643
S1 0.539 1.915 -2.743
F1 1.182 -0.393 -4.052
F2 0.490 1.394 -5.510
F3 2.740 1.385 -4.460
O1 -0.823 1.151 -2.520
O2 0.187 3.383 -3.183
O3 2.987 2.452 -1.680
O4 -1.404 -4.632 0.964
C1 -0.663 1.217 2.165
C2 0.154 -0.165 1.842
C3 -0.442 3.092 0.141
C4 -1.211 -2.486 2.467
C5 -1.275 1.806 0.758
C6 1.172 2.862 0.009
C7 1.301 1.093 -4.276
C8 -0.886 -3.256 1.055
C9 -1.727 -4.978 -0.460
C10 -0.072 -1.381 2.916
B1 1.656 1.907 -1.236
H1 -1.429 0.922 0.007
H2 -0.067 -0.600 0.767
H3 0.995 -1.891 3.076
H4 -1.245 -3.323 3.318
H5 -0.589 3.971 0.936
H6 0.147 1.996 2.564
H7 -1.963 -6.129 -0.594
H8 2.767 3.393 -2.015
H9 -1.512 1.098 2.992
H10 -1.401 -2.634 0.178
H11 1.630 2.386 1.002
H12 -2.303 -2.009 2.444
H13 -2.695 -4.409 -0.846
H14 1.882 0.777 -0.914
H15 -0.976 3.468 -0.838
H16 -0.420 -0.912 3.946
H17 1.675 3.938 -0.068
H18 -2.369 2.223 0.994
H19 0.266 -3.313 0.809
H20 -0.802 -4.754 -1.177
H21 1.308 0.096 1.863

Charges computed using Löwdin, reported in e: 0.81 0.94 -0.01 0.04 0.03 -0.31 -0.32 0.07 -0.26 -0.19 -0.23 -0.16 -0.17 -0.19 -0.06 -0.26 -0.25 -0.12 -0.21 -0.70 0.10 0.10 0.12 0.13 0.16 0.12 0.11 0.16 0.13 0.12 0.14 0.13 0.11 0.06 0.13 0.12 0.15 0.14 0.12 0.10 0.09

Q: Which of these has the highest total charge?
A: C10H21AlClINO3P